Entry 1:
The following is a quantum chemistry calculation of a structure of composition C10H32AsF6N4O6, from the OMol25 dataset.

Last column: Mulliken charge in e.
Atoms and positions in Å:
As -1.13326 0.74571 0.75477  2.22
F -2.79305 0.52487 1.18201  -0.60
F -0.63031 0.89678 2.38679  -0.54
F 0.48949 1.02279 0.16960  -0.55
F -1.54724 0.54853 -0.92551  -0.50
F -1.39193 2.45707 0.63061  -0.55
F -0.83634 -0.96228 0.94140  -0.61
C -0.65901 4.23990 -1.81009  -0.46
O -1.14558 3.23538 -2.69553  -0.56
H -1.53157 4.74242 -1.37601  0.25
H -0.07748 3.84899 -0.97767  0.17
H -0.10198 4.96083 -2.40654  0.27
H -1.08834 2.38621 -2.24856  0.28
C -1.81614 -2.17352 4.76154  -0.59
O -2.42708 -2.21863 3.47424  -0.48
H -2.45928 -2.74864 5.42838  0.24
H -0.81210 -2.59271 4.75263  0.27
H -1.85455 -1.14165 5.12169  0.25
H -1.77871 -1.95780 2.81124  0.28
C -4.96785 3.36966 2.22490  0.48
O -5.85943 4.10059 2.63335  -0.70
N -3.74025 3.83859 1.83459  -0.26
N -5.10695 2.02201 2.04468  -0.27
H -3.00872 3.26184 1.44789  0.22
H -3.64355 4.83608 1.83758  0.18
H -4.29726 1.48492 1.77636  0.31
H -5.94401 1.54835 2.32089  0.18
C 2.23529 1.05543 -3.47564  0.67
O 3.21566 1.63875 -3.04446  -0.65
N 1.08827 0.92633 -2.74710  -0.01
N 2.18839 0.53016 -4.74400  -0.43
H 0.27684 0.50581 -3.16046  0.13
H 1.06961 1.32339 -1.82399  -0.04
H 1.33541 0.14746 -5.10673  0.15
H 3.05196 0.40916 -5.23480  0.22
C 5.18657 -0.51671 -1.19163  -1.23
C 4.54336 0.17229 -0.00842  0.67
C 3.47854 -0.72268 0.64211  -1.11
O 5.62323 0.46343 0.88821  -0.58
H 6.05299 0.00577 -1.60506  0.35
H 4.49159 -0.62123 -2.02705  0.19
H 5.57273 -1.49916 -0.90390  0.37
H 3.96337 1.04298 -0.33540  0.12
H 3.94897 -1.63234 1.01508  0.40
H 2.63619 -0.84099 -0.03238  0.10
H 3.12642 -0.11998 1.48954  0.35
H 5.24145 0.47017 1.77093  0.34
C -1.45859 -4.21365 0.35821  -1.13
C -0.23032 -3.82720 -0.45726  0.47
C -0.54703 -3.08976 -1.73591  -1.27
O 0.72336 -3.12081 0.34544  -0.60
H -1.96088 -3.35485 0.80395  0.18
H -1.24118 -4.95993 1.11784  0.30
H -2.17575 -4.65576 -0.34737  0.35
H 0.26231 -4.77606 -0.69553  0.32
H -1.27266 -2.28339 -1.61251  0.24
H -0.98550 -3.80102 -2.44787  0.45
H 0.34733 -2.70728 -2.22732  0.30
H 0.37456 -2.22465 0.43827  0.43

Calculated values
**Total charge**: -1
**Calculated total energy**: -106286.30034 eV

=====

Entry 2:
The following is a quantum chemistry calculation of a cluster of 2 separate species, C4H13N2O in total, from the OMol25 dataset.

Last column: Mulliken spin population.
Atoms and positions in Å:
C -2.13971 -1.29847 0.15589  0.08
C -2.12362 0.17384 -0.17547  -0.02
O -1.02679 0.70980 -0.53165  0.88
N -3.23509 0.85273 -0.12582  0.03
H -2.98909 -1.76180 -0.35273  0.01
H -2.32829 -1.40628 1.23214  0.00
H -3.22511 1.85263 -0.30289  0.00
H -4.07860 0.38973 0.19217  0.00
H -1.21205 -1.81738 -0.06336  0.01
C 2.22168 0.04861 0.68150  0.00
C 3.72632 -0.14062 0.74256  0.00
N 1.73468 -0.15817 -0.72727  0.01
H 1.68791 -0.59576 1.37823  0.00
H 1.98078 1.07786 0.96528  0.00
H 4.08888 0.07982 1.74328  0.00
H 4.22668 0.52760 0.03981  0.00
H 1.90890 -1.11590 -1.04099  0.00
H 0.73185 0.09138 -0.81280  0.01
H 2.21174 0.47173 -1.38096  0.00
H 3.98750 -1.17766 0.52289  0.00

Calculated values
**Total charge**: +2
**Calculated total energy**: -9367.88138 eV
**2S+1**: 2
**Relative energy (zero: lowest compared OMol25 entry of this formula, charge and spin)**: 1.120 eV

=====

Which value of calculated total energy does entry 1 give?
-106286.30034 eV

=====

Repeat the second record exactly.
The following is a quantum chemistry calculation of a cluster of 2 separate species, C4H13N2O in total, from the OMol25 dataset.

Last column: Mulliken spin population.
Atoms and positions in Å:
C -2.13971 -1.29847 0.15589  0.08
C -2.12362 0.17384 -0.17547  -0.02
O -1.02679 0.70980 -0.53165  0.88
N -3.23509 0.85273 -0.12582  0.03
H -2.98909 -1.76180 -0.35273  0.01
H -2.32829 -1.40628 1.23214  0.00
H -3.22511 1.85263 -0.30289  0.00
H -4.07860 0.38973 0.19217  0.00
H -1.21205 -1.81738 -0.06336  0.01
C 2.22168 0.04861 0.68150  0.00
C 3.72632 -0.14062 0.74256  0.00
N 1.73468 -0.15817 -0.72727  0.01
H 1.68791 -0.59576 1.37823  0.00
H 1.98078 1.07786 0.96528  0.00
H 4.08888 0.07982 1.74328  0.00
H 4.22668 0.52760 0.03981  0.00
H 1.90890 -1.11590 -1.04099  0.00
H 0.73185 0.09138 -0.81280  0.01
H 2.21174 0.47173 -1.38096  0.00
H 3.98750 -1.17766 0.52289  0.00

Calculated values
**Total charge**: +2
**Calculated total energy**: -9367.88138 eV
**2S+1**: 2
**Relative energy (zero: lowest compared OMol25 entry of this formula, charge and spin)**: 1.120 eV